No. 1
Entry from the OMol25 dataset: a single C3H2N4O molecule in a non-equilibrium geometry (ωB97M-V/def2-TZVPD).

Results
Frontier orbital gap, Eh: 0.3646
ΔE to the lowest compared entry with this formula, charge and spin, kJ/mol: 179.3
SMILES: c1[nH]nc2onnc12
Highest occupied orbital energy, eV: -9.8

The geometry in ORCA input format:
```
! wB97M-V def2-TZVPD RIJCOSX def2/J DEFGRID3
* xyz 0 1
C 0.8493 0.9137 -0.0717
C -0.5101 -0.9282 -0.1620
C -0.4563 0.5441 -0.0963
H 1.2472 1.8831 0.1014
H 2.5155 -0.3770 0.3700
N 1.5907 -0.2429 0.0047
N 0.7948 -1.3886 -0.1101
N -2.4922 -0.0178 0.0439
N -1.7535 0.9536 -0.0964
O -1.7854 -1.3400 0.0165
*
```

No. 2
Entry from the OMol25 dataset: 2 unconnected molecules or ions with the total composition H2NO2S in a non-equilibrium geometry (ωB97M-V/def2-TZVPD).

Results
Frontier orbital gap (alpha / beta), Eh: 0.1756 / 0.1782
ΔE to the lowest compared entry with this formula, charge and spin, kJ/mol: 490.3
Highest occupied orbital energy (alpha / beta), eV: -2.9 / -2.9

The geometry in ORCA input format:
```
! wB97M-V def2-TZVPD RIJCOSX def2/J DEFGRID3
* xyz -1 1
N -1.9676 1.6252 0.9458
O 1.7265 -1.6575 0.3134
O 1.9765 0.4611 -0.9640
S 1.0407 -0.3776 -0.1594
H -2.6740 0.8516 0.9871
H -0.1021 -0.9029 -1.1229
*
```

No. 3
Entry from the OMol25 dataset: 2 unconnected molecules or ions with the total composition C3H8N3O in a non-equilibrium geometry (ωB97M-V/def2-TZVPD).

Results
Frontier orbital gap, Eh: 0.3627
ΔE to the lowest compared entry with this formula, charge and spin, kJ/mol: 183.4
Highest occupied orbital energy, eV: -14.0

The geometry in ORCA input format:
```
! wB97M-V def2-TZVPD RIJCOSX def2/J DEFGRID3
* xyz 1 1
C 0.9629 0.3876 -1.8344
C -0.0732 1.2783 2.8147
C -0.3466 -1.2223 -0.6868
N 0.7997 -0.1532 -2.9486
N 0.5059 -0.2066 -0.6911
N -1.1055 -1.4528 0.3991
O -0.1184 0.5064 1.8683
H 1.4369 1.3223 -1.7117
H 0.3833 2.2266 2.7400
H -0.6634 1.3268 3.7341
H -0.4070 -1.6826 -1.7046
H 0.9703 0.2019 -3.8487
H 0.5940 0.3618 0.2271
H -1.8415 -2.0993 0.5152
H -1.0973 -0.7949 1.1273
*
```

No. 4
Entry from the OMol25 dataset: a molecular structure, C19H32N2O2 in a non-equilibrium geometry (ωB97M-V/def2-TZVPD).

Results
Frontier orbital gap, Eh: 0.3138
ΔE to the lowest compared entry with this formula, charge and spin, kJ/mol: 2242.7
Highest occupied orbital energy, eV: -8.0

The geometry in ORCA input format:
```
! wB97M-V def2-TZVPD RIJCOSX def2/J DEFGRID3
* xyz 0 1
C -6.9805 -1.0405 1.0418
C -5.6491 -0.5751 0.8744
C -4.4198 -1.3210 0.7051
H -4.7786 -2.4871 0.9056
C -3.9447 -1.5041 -0.8276
C -3.5877 -0.0120 -1.0462
C -2.5177 0.5192 -0.0449
C -1.8495 1.9390 -0.9284
C -0.8205 2.5539 0.0127
C 0.0612 3.5878 -0.6016
H -0.6976 4.6755 -0.7884
H 0.2846 3.3564 -1.6546
C 1.2186 3.9483 0.1452
C 2.1707 3.1001 0.6606
O 2.3836 2.6366 1.6244
N 2.7105 2.4123 -0.3207
H 2.5755 2.5153 -1.3456
N 3.5688 1.2804 -0.1923
C 3.1401 0.1989 -0.1467
C 1.7716 -0.1739 -0.4062
C 1.1551 -1.5267 -0.4117
O -0.0459 -1.6922 -0.5368
C 2.0366 -2.4146 0.4967
H 1.7437 -2.3439 1.6749
C 3.5448 -2.1814 -0.0168
C 3.9900 -2.6067 -1.2459
H 3.3907 -2.1339 -1.9025
H 3.6693 -3.4852 -1.5351
H 4.8969 -2.5471 -1.2836
C 4.3512 -3.3590 1.1970
H 4.0872 -3.0404 2.1228
H 4.0325 -4.3734 0.7527
H 5.4205 -3.1518 1.0156
C 3.8941 -1.0364 0.5739
H 3.7741 -0.8397 1.6815
H 5.0026 -0.5088 0.3794
H 1.7485 -3.5269 -0.0123
H 1.1853 0.5269 -0.7650
H 4.3707 1.5804 0.3578
H 0.7082 4.6840 1.2856
H 1.8290 4.8261 -0.1213
H -1.3793 3.0053 1.2440
H -0.1805 1.6998 0.4623
H -2.6671 2.5100 -0.9635
H -1.4821 1.7345 -1.8431
H -2.6642 0.8047 0.7702
H -1.5591 -0.2130 -0.0654
H -4.2595 0.6035 -1.0674
H -3.1296 0.1047 -2.2257
H -3.2304 -1.9185 -0.6654
H -4.6806 -1.6473 -1.4412
H -3.8067 -1.0570 1.4126
H -5.4480 0.5645 0.8085
H -7.8243 -0.4820 1.1505
H -7.1136 -2.1682 1.0503
*
```

Results for electronic energy: -11147.41433 -16448.37580 -9750.56339 -27275.89684 (in eV, following the order of the records).